(1)
104
Properties=species:S:1:pos:R:3:mulliken_charge:R:1 method="wB97M-V/def2-TZVPD" de_lowest_kcal_mol=48.2 e_tot_ev=-354014.427 homo_energy_ha="-0.0163 / -0.0423" homo_lumo_gap_ev="3.458 / 4.165" total_charge=-2
Mg -0.24 0.29 -0.58 0.687
Se -0.75 -2.58 -0.37 0.144
Se -1.06 -4.80 -0.42 -0.580
Te -1.54 -3.82 3.21 -0.392
Se -1.14 -1.90 1.71 -0.304
Cl -4.07 0.95 -6.00 -0.332
C -3.43 0.79 -4.39 0.888
C -4.03 1.48 -3.36 -0.700
C -3.56 1.34 -2.07 -0.501
I -4.42 2.43 -0.48 -0.049
C -2.49 0.51 -1.74 0.815
O -2.12 0.29 -0.54 -0.583
C -1.82 -0.11 -2.84 0.410
N -0.72 -0.81 -2.51 0.545
C -0.08 -1.46 -3.46 -0.462
C -0.46 -1.44 -4.79 -1.005
C -1.57 -0.70 -5.16 -1.037
C -2.30 -0.01 -4.17 -0.342
H -4.87 2.13 -3.57 0.403
H 0.78 -2.05 -3.14 0.454
H 0.11 -1.97 -5.53 0.431
H -1.88 -0.63 -6.20 0.402
C 3.13 13.32 -1.89 -0.814
O 2.40 12.84 -0.80 -0.470
C 2.09 11.49 -0.79 0.934
C 1.32 11.04 0.29 -0.632
C 0.97 9.71 0.40 -0.494
C 1.37 8.78 -0.57 0.278
C 2.13 9.25 -1.65 -0.958
C 2.49 10.57 -1.76 -0.385
C 1.05 7.38 -0.52 -0.040
N 1.33 6.55 -1.51 -0.888
C 0.94 5.33 -1.11 0.582
C 0.40 5.39 0.18 0.153
N 0.47 6.71 0.53 -0.057
C -0.06 4.24 0.86 0.902
C -0.58 4.21 2.16 -0.778
C -0.97 3.01 2.71 -1.277
C -0.84 1.84 1.94 -0.375
N -0.35 1.84 0.73 0.371
C 0.04 2.99 0.15 0.308
C 0.54 2.92 -1.16 -1.026
N 0.59 1.71 -1.78 0.037
C 1.09 1.65 -3.00 -0.131
C 1.55 2.74 -3.71 -1.289
C 1.52 4.00 -3.11 -0.950
C 1.01 4.09 -1.83 0.950
H 3.24 14.39 -1.73 0.234
H 2.60 13.15 -2.84 0.328
H 4.13 12.86 -1.95 0.323
H 1.02 11.76 1.03 0.397
H 0.38 9.41 1.25 0.302
H 2.44 8.53 -2.39 0.493
H 3.08 10.89 -2.61 0.358
H 0.16 7.12 1.40 0.190
H -0.66 5.13 2.72 0.379
H -1.38 2.96 3.70 0.426
H -1.14 0.89 2.36 0.136
H 1.13 0.67 -3.45 0.046
H 1.95 2.61 -4.71 0.556
H 1.86 4.89 -3.61 0.492
O 2.87 -0.57 1.53 -0.744
C 2.23 -0.96 0.56 0.036
O 1.06 -0.60 0.25 1.066
C 2.89 -1.91 -0.45 -0.629
C 3.27 -1.02 -1.62 0.249
Ge 4.73 0.27 -1.17 2.369
C 6.48 -0.67 -1.41 -0.063
C 7.65 0.07 -1.37 -0.318
C 8.88 -0.50 -1.64 -0.767
C 8.95 -1.85 -1.97 -0.390
C 7.80 -2.61 -2.00 -0.691
C 6.58 -2.02 -1.72 -0.444
C 4.77 1.65 -2.62 -0.155
C 4.81 1.26 -3.95 -0.434
C 4.85 2.21 -4.96 -0.736
C 4.85 3.55 -4.65 -0.472
C 4.82 3.95 -3.33 -0.557
C 4.78 3.00 -2.32 -0.042
C 4.66 1.26 0.53 -0.486
C 3.60 2.14 0.74 0.405
C 3.48 2.81 1.94 -0.581
C 4.41 2.62 2.94 -0.672
C 5.48 1.76 2.73 -0.752
C 5.60 1.09 1.53 -0.701
H 2.18 -2.69 -0.75 0.314
H 3.76 -2.38 0.02 0.418
H 2.40 -0.44 -1.91 -1.225
H 3.59 -1.61 -2.48 0.677
H 7.60 1.13 -1.13 0.397
H 9.78 0.09 -1.61 0.370
H 9.91 -2.30 -2.20 0.366
H 7.85 -3.66 -2.25 0.381
H 5.68 -2.63 -1.74 0.217
H 4.81 0.21 -4.20 0.339
H 4.88 1.89 -6.00 0.381
H 4.89 4.29 -5.44 0.341
H 4.81 5.00 -3.07 0.437
H 4.76 3.32 -1.29 0.358
H 2.85 2.27 -0.03 0.750
H 2.64 3.48 2.09 0.410
H 4.30 3.13 3.89 0.371
H 6.21 1.61 3.51 0.335
H 6.43 0.40 1.37 0.372

***

(2)
110
Properties=species:S:1:pos:R:3:mulliken_charge:R:1 method="wB97M-V/def2-TZVPD" de_lowest_kcal_mol=20.1 e_tot_ev=-109712.576 s2=2.078 homo_energy_ha="-0.3528 / -0.3569" homo_lumo_gap_ev="6.106 / 3.837" spin_multiplicity=3 total_charge=+1
Mo 0.54 -0.90 -0.13 -0.790
F -3.63 -1.84 3.34 -0.393
C -2.30 -1.69 3.18 0.185
C -1.81 -1.44 1.91 -0.609
C -0.44 -1.30 1.71 2.144
C 0.43 -1.39 2.81 -0.517
C -0.12 -1.65 4.07 0.782
F 0.66 -1.75 5.16 -0.341
C -1.47 -1.81 4.27 -1.151
C 1.85 -1.11 2.55 0.027
C 2.88 -1.18 3.48 -0.859
C 4.16 -0.80 3.13 -0.680
C 4.39 -0.33 1.84 -1.099
C 3.34 -0.31 0.95 -0.844
N 2.10 -0.70 1.28 0.647
H -2.51 -1.36 1.09 0.790
H -1.87 -2.01 5.26 0.552
H 2.68 -1.55 4.47 0.648
H 4.96 -0.87 3.85 0.468
H 5.37 -0.01 1.52 0.594
H 3.49 0.00 -0.07 0.800
O 0.00 0.86 -1.01 -0.728
N 0.33 0.96 0.31 1.575
Cl -4.04 -5.48 -4.99 -0.169
C -5.12 -4.16 -4.75 0.469
C -6.00 -3.80 -5.75 -0.587
C -6.87 -2.74 -5.54 -0.465
C -6.82 -2.02 -4.36 -0.629
C -5.94 -2.37 -3.36 0.892
Cl -5.77 -1.30 -2.02 -0.122
C -5.10 -3.49 -3.51 -0.779
N -4.17 -3.92 -2.57 0.100
C -4.34 -4.07 -1.23 0.437
C -5.63 -4.27 -0.69 -0.219
C -5.80 -4.44 0.65 -0.855
C -4.68 -4.44 1.50 -0.740
C -3.41 -4.28 0.97 -0.728
C -3.20 -4.11 -0.39 0.718
C -1.80 -3.98 -0.93 -1.239
C -1.56 -2.69 -1.72 0.582
O -1.97 -2.58 -2.87 -0.734
O -0.89 -1.78 -1.10 -0.615
H -6.00 -4.36 -6.68 0.441
H -7.57 -2.47 -6.32 0.409
H -7.46 -1.15 -4.22 0.463
H -3.24 -4.09 -2.94 0.386
H -6.48 -4.31 -1.36 0.570
H -6.79 -4.58 1.06 0.432
H -4.81 -4.58 2.56 0.462
H -2.55 -4.32 1.63 0.569
H -1.59 -4.81 -1.60 0.561
H -1.09 -4.01 -0.10 0.343
C 0.38 4.60 7.01 -2.047
C 0.36 5.68 5.93 2.041
C 1.58 6.58 6.12 -1.609
C -0.92 6.51 6.12 -1.591
C 0.36 5.09 4.52 0.499
C 0.34 5.96 3.42 -0.580
C 0.30 5.51 2.10 -2.021
C 0.30 4.15 1.91 1.092
O 0.26 3.43 0.74 -0.539
B 0.29 2.10 1.14 0.055
O 0.35 1.98 2.52 -0.368
C 0.35 3.27 2.99 0.237
C 0.37 3.72 4.29 -0.754
H 0.37 5.07 7.99 0.432
H 1.28 3.98 6.94 0.389
H -0.50 3.95 6.94 0.393
H 1.61 6.97 7.14 0.442
H 1.56 7.43 5.44 0.327
H 2.51 6.03 5.94 0.381
H -0.99 6.87 7.15 0.442
H -1.81 5.90 5.91 0.371
H -0.94 7.37 5.45 0.335
H 0.34 7.03 3.58 0.386
H 0.27 6.20 1.27 0.474
H 0.39 3.00 5.10 0.635
C 2.51 2.16 -5.56 -1.055
N 2.13 1.02 -4.75 -0.140
N 2.61 0.83 -3.47 0.742
C 1.85 -0.12 -2.85 1.061
O 2.17 -0.56 -1.69 -0.306
C 0.84 -0.49 -3.76 -0.611
C 1.04 0.25 -4.90 0.115
C 0.25 0.24 -6.16 -1.700
C 3.90 1.26 -3.05 -0.397
C 4.03 1.96 -1.87 -0.513
C 5.29 2.31 -1.42 -0.661
C 6.42 1.98 -2.17 -0.530
C 6.28 1.30 -3.37 -0.727
C 5.02 0.92 -3.81 0.260
H 3.39 2.63 -5.14 0.401
H 1.71 2.89 -5.60 0.367
H 2.75 1.83 -6.57 0.350
H 0.07 -1.22 -3.60 0.383
H -0.59 -0.44 -6.04 0.362
H 0.86 -0.10 -6.99 0.330
H -0.13 1.23 -6.40 0.387
H 3.14 2.23 -1.30 0.646
H 5.41 2.86 -0.49 0.488
H 7.40 2.25 -1.81 0.418
H 7.15 1.04 -3.96 0.410
H 4.90 0.36 -4.73 0.518
N 1.28 -2.72 -0.16 -0.022
C 1.93 -3.48 -0.78 0.958
C 2.67 -4.35 -1.49 0.020
C 2.26 -4.71 -2.80 -0.017
N 1.92 -4.99 -3.87 -0.526
C 3.90 -4.83 -0.95 -0.112
N 4.88 -5.19 -0.48 -0.475

***

(3)
105
Properties=species:S:1:pos:R:3:mulliken_charge:R:1 method="wB97M-V/def2-TZVPD" de_lowest_kcal_mol=0.0 e_tot_ev=-139679.024 homo_energy_ha=-0.3729 homo_lumo_gap_ev=5.941 total_charge=+1
Ti -0.77 0.08 -0.60 0.161
C -4.08 -6.54 0.67 -0.428
C -3.20 -6.20 -0.34 -0.839
C -2.70 -4.91 -0.42 -0.107
C -3.07 -3.96 0.52 -1.168
C -3.96 -4.30 1.54 0.215
C -4.46 -5.59 1.61 -0.870
C -2.54 -2.57 0.39 1.801
C -1.61 -2.09 1.30 -0.428
C -1.41 -2.64 2.60 -1.453
C -0.81 -1.68 3.34 -1.273
C -0.49 -0.60 2.47 0.449
C 0.34 0.47 2.79 0.629
C 0.82 0.66 4.18 -0.324
C 0.58 1.88 4.82 -0.131
C 1.04 2.09 6.11 -0.887
C 1.76 1.10 6.77 -0.604
C 2.00 -0.11 6.13 -1.121
C 1.53 -0.33 4.85 0.020
C 0.83 1.31 1.79 0.837
N 0.39 1.32 0.49 1.020
C 1.23 2.18 -0.18 -0.221
C 0.96 2.71 -1.43 1.238
C 2.02 3.50 -2.11 -0.843
C 3.17 2.84 -2.53 0.083
C 4.19 3.54 -3.15 -0.961
C 4.07 4.91 -3.34 -0.463
C 2.93 5.58 -2.91 -0.892
C 1.91 4.87 -2.30 -0.069
C -0.31 2.61 -1.99 0.270
C -0.82 3.38 -3.07 -1.579
C -2.15 3.11 -3.17 -1.264
C -2.45 2.10 -2.21 0.600
N -1.32 1.82 -1.46 0.950
C -3.62 1.35 -2.21 0.746
C -3.71 0.12 -1.59 0.470
C -4.77 -0.81 -1.76 -1.465
C -4.40 -1.97 -1.16 -1.451
C -3.13 -1.73 -0.54 -0.229
N -2.72 -0.44 -0.81 1.171
C -4.75 1.84 -3.05 -0.293
C -5.41 3.01 -2.68 -0.049
C -6.45 3.49 -3.46 -0.817
C -6.83 2.82 -4.61 -0.404
C -6.17 1.66 -4.98 -0.951
C -5.13 1.17 -4.20 0.038
C 2.25 2.66 0.70 -1.451
C 1.96 2.17 1.93 -1.410
N -0.99 -0.85 1.20 1.079
H -4.47 -7.55 0.73 0.411
H -2.90 -6.93 -1.08 0.420
H -2.02 -4.63 -1.22 0.487
H -4.27 -3.56 2.26 0.543
H -5.15 -5.86 2.40 0.407
H -1.76 -3.60 2.92 0.734
H -0.57 -1.71 4.39 0.786
H 0.02 2.65 4.31 0.508
H 0.84 3.04 6.60 0.430
H 2.12 1.27 7.77 0.416
H 2.56 -0.88 6.64 0.445
H 1.73 -1.27 4.35 0.615
H 3.26 1.76 -2.39 0.638
H 5.08 3.02 -3.49 0.459
H 4.87 5.46 -3.82 0.411
H 2.85 6.65 -3.05 0.406
H 1.03 5.40 -1.95 0.561
H -0.23 4.06 -3.67 0.667
H -2.86 3.53 -3.87 0.580
H -5.70 -0.61 -2.28 0.657
H -4.94 -2.90 -1.09 0.603
H -5.12 3.54 -1.78 0.483
H -6.97 4.40 -3.17 0.406
H -7.64 3.20 -5.22 0.411
H -6.45 1.13 -5.89 0.406
H -4.60 0.27 -4.50 0.539
H 3.04 3.33 0.42 0.594
H 2.48 2.35 2.86 0.611
C 4.90 -1.79 3.51 -0.336
C 3.94 -2.82 2.94 -1.305
S 2.64 -2.14 1.88 0.513
C 3.05 -2.84 0.27 -0.664
C 4.22 -2.19 -0.46 -1.229
S 3.97 -0.41 -0.76 0.300
C 5.32 0.38 0.14 -1.032
C 5.25 0.33 1.66 0.207
S 6.11 -1.12 2.35 -0.178
H 5.50 -2.26 4.30 0.485
H 4.37 -0.96 3.98 0.005
H 3.45 -3.36 3.76 0.542
H 4.49 -3.57 2.37 0.441
H 2.14 -2.73 -0.32 -0.204
H 3.23 -3.91 0.38 0.674
H 4.35 -2.68 -1.43 0.604
H 5.14 -2.31 0.10 0.435
H 5.27 1.42 -0.20 0.292
H 6.27 -0.02 -0.22 0.566
H 4.21 0.31 1.99 -0.692
H 5.73 1.23 2.07 0.598
F 0.94 -0.24 -1.65 -0.840
P 0.39 -1.37 -2.89 1.440
F -0.90 -0.35 -2.95 -0.339
F -0.29 -2.39 -3.86 -0.293
F 1.14 -0.53 -3.97 -0.372
F 1.62 -2.28 -2.56 -0.369
F -0.42 -1.99 -1.54 -0.212

***

(4)
98
Properties=species:S:1:pos:R:3:mulliken_charge:R:1 method="wB97M-V/def2-TZVPD" e_tot_ev=-65307.167 homo_energy_ha=-0.6584 homo_lumo_gap_ev=4.769 total_charge=+4
Mo -2.19 -0.52 -0.27 0.667
C -4.46 4.20 -5.57 -0.484
C -3.43 4.37 -4.65 -0.916
C -3.26 3.45 -3.64 -0.342
C -4.07 2.31 -3.56 0.153
C -5.12 2.15 -4.49 -0.402
C -5.31 3.10 -5.48 -0.980
C -3.84 1.36 -2.49 2.041
C -3.77 -0.04 -2.75 0.330
C -4.04 -0.65 -3.98 -1.129
C -4.01 -2.02 -3.77 -1.120
C -3.66 -2.22 -2.44 0.143
N -3.47 -1.01 -1.80 -0.216
C -3.42 -3.51 -1.87 0.939
C -2.64 -3.64 -0.71 -0.067
C -2.30 -4.84 -0.07 -1.342
C -1.40 -4.54 0.94 -1.332
C -1.29 -3.15 0.95 0.041
C -0.67 -2.40 2.01 1.042
C 0.56 -2.77 2.58 1.129
C 1.33 -3.84 2.02 -0.507
C 2.48 -4.26 2.63 -1.097
C 2.92 -3.63 3.80 -0.334
C 2.23 -2.54 4.34 -1.084
C 1.08 -2.10 3.74 -0.454
C -1.51 -1.35 2.57 -0.045
N -2.21 -0.46 1.80 0.707
C -2.97 0.29 2.72 -0.145
C -3.73 1.42 2.39 1.214
C -4.38 2.19 3.41 0.275
C -5.72 2.60 3.23 -0.275
C -6.38 3.30 4.22 -0.935
C -5.70 3.64 5.39 -0.435
C -4.37 3.28 5.58 -0.925
C -3.72 2.54 4.61 -0.399
C -3.83 1.85 1.02 0.217
C -4.29 3.10 0.61 -1.442
C -4.25 3.11 -0.77 -1.084
C -3.77 1.85 -1.17 -0.124
N -3.46 1.08 -0.05 0.260
C -2.81 -0.25 4.00 -1.254
C -1.84 -1.25 3.92 -1.090
N -2.05 -2.57 -0.03 0.460
C -3.95 -4.66 -2.55 0.479
C -3.18 -5.82 -2.79 -0.499
C -3.72 -6.90 -3.44 -0.940
C -5.06 -6.88 -3.83 -0.420
C -5.85 -5.75 -3.60 -0.947
C -5.30 -4.64 -2.99 -0.236
H -4.62 4.93 -6.35 0.468
H -2.78 5.24 -4.72 0.462
H -2.46 3.59 -2.92 0.515
H -5.82 1.33 -4.39 0.694
H -6.14 3.00 -6.16 0.455
H -4.23 -0.15 -4.92 0.863
H -4.16 -2.79 -4.51 0.703
H -2.70 -5.82 -0.30 0.869
H -0.97 -5.23 1.64 0.744
H 1.01 -4.30 1.10 0.606
H 3.06 -5.08 2.21 0.477
H 3.83 -3.98 4.27 0.461
H 2.61 -2.05 5.22 0.487
H 0.57 -1.25 4.15 0.616
H -6.26 2.31 2.34 0.567
H -7.42 3.57 4.10 0.450
H -6.22 4.20 6.16 0.456
H -3.85 3.58 6.47 0.442
H -2.67 2.30 4.73 0.589
H -4.60 3.91 1.25 0.747
H -4.59 3.89 -1.43 0.691
H -3.35 0.04 4.88 0.885
H -1.49 -1.88 4.72 0.832
H -2.12 -5.82 -2.54 0.642
H -3.12 -7.77 -3.66 0.446
H -5.50 -7.74 -4.32 0.453
H -6.89 -5.75 -3.89 0.455
H -5.92 -3.78 -2.79 0.548
C -0.25 -0.34 -3.66 -1.066
N 0.69 0.41 -2.82 0.034
C 1.85 1.02 -3.52 -0.627
C 2.41 2.17 -2.72 -0.713
C 2.63 1.73 -1.29 -0.591
N 1.37 1.18 -0.73 0.051
C 1.18 1.36 0.71 -0.894
C 0.52 0.58 -1.53 0.311
O -0.60 0.08 -1.00 -0.396
H -1.00 0.33 -4.08 0.356
H -0.73 -1.13 -3.09 0.225
H 0.32 -0.79 -4.47 0.512
H 1.49 1.35 -4.50 0.456
H 2.60 0.24 -3.69 0.320
H 1.72 3.02 -2.75 0.304
H 3.35 2.50 -3.16 0.400
H 2.92 2.57 -0.66 0.408
H 3.41 0.97 -1.22 0.297
H 1.17 2.42 0.94 0.388
H 2.01 0.89 1.24 0.394
H 0.24 0.92 1.03 0.109